[1]
DFT (wB97M-V/def2-TZVPD) results for C21H14ClF6N2O4PRhS2 as an isolated structure in a non-equilibrium geometry.

ORCA input file:
```
! wB97M-V def2-TZVPD RIJCOSX def2/J DEFGRID3
* xyz 1 5
Rh 1.477 -0.651 0.132
Cl 1.420 0.955 -1.813
C -0.255 1.274 -2.176
C -0.617 1.665 -3.447
C -1.958 1.904 -3.713
C -2.914 1.749 -2.720
C -2.539 1.350 -1.447
C -1.197 1.121 -1.157
P -0.614 0.565 0.461
C 0.208 1.950 1.275
C 0.740 1.730 2.557
C 1.439 2.740 3.191
C 1.611 3.966 2.562
C 1.075 4.190 1.296
C 0.387 3.185 0.644
C -2.052 0.088 1.431
C -2.492 0.835 2.524
C -3.628 0.424 3.200
C -4.301 -0.727 2.809
C -3.856 -1.473 1.724
C -2.723 -1.077 1.040
H 0.133 1.772 -4.221
H -2.253 2.202 -4.710
H -3.958 1.932 -2.937
H -3.284 1.215 -0.674
H 0.597 0.778 3.051
H 1.856 2.565 4.174
H 2.162 4.756 3.055
H 1.193 5.152 0.817
H -0.031 3.363 -0.338
H -1.977 1.737 2.824
H -3.988 1.007 4.037
H -5.174 -1.050 3.361
H -4.384 -2.367 1.420
H -2.350 -1.656 0.201
N 2.863 -1.120 2.984
C 2.463 -0.766 1.957
F 4.070 -2.609 -4.027
C 3.462 -1.659 -3.367
F 2.188 -1.553 -3.764
F 4.070 -0.497 -3.594
S 3.488 -1.970 -1.505
O 3.682 -0.649 -0.927
O 4.396 -3.008 -1.201
N 1.931 -2.296 -1.128
S 1.307 -3.771 -1.486
O -0.107 -3.636 -1.561
O 2.068 -4.340 -2.542
C 1.571 -4.685 0.131
F 0.725 -5.696 0.199
F 1.271 -3.796 1.100
F 2.798 -5.118 0.294
*
```

The value obtained for the total energy is -95957.8045 eV. The calculation puts the HOMO energy (spin up / spin down) at -12.3 / -13.2 eV. The orbital gap (spin up / spin down) is 9.03 / 5.67 eV. Its expectation value of S² is 6.02. The largest force on an atom comes out at 0.03488 Eh/bohr.


[2]
DFT (wB97M-V/def2-TZVPD) results for a 2-piece molecular cluster, C6H15FN overall in a non-equilibrium geometry.

ORCA input file:
```
! wB97M-V def2-TZVPD RIJCOSX def2/J DEFGRID3
* xyz 1 3
C -0.734 1.496 -1.081
C 3.411 0.222 1.075
C -2.617 -0.367 0.781
C -1.164 -1.412 -0.856
C -0.492 0.728 0.162
C 2.807 0.048 -0.237
N -1.207 -0.544 0.337
F 2.183 -1.101 -0.500
H -0.220 2.450 -1.015
H -0.373 0.976 -1.968
H -1.798 1.712 -1.246
H 2.757 -0.152 1.863
H 3.659 1.266 1.247
H 4.339 -0.362 1.155
H -3.070 -1.336 0.981
H -2.653 0.239 1.685
H -3.181 0.136 -0.001
H -0.136 -1.536 -1.192
H -1.578 -2.390 -0.619
H -1.755 -0.969 -1.656
H -0.398 1.265 1.091
H 2.943 0.676 -1.099
H -0.722 -1.043 1.091
*
```

The value obtained for the total energy is -10662.5499 eV. The calculation puts the HOMO energy (spin up / spin down) at -10.7 / -15.8 eV. The orbital gap (spin up / spin down) is 7.70 / 11.07 eV. Its expectation value of S² is 2.01. The largest force on an atom comes out at 0.02257 Eh/bohr. Its energy above the lowest of the compared OMol25 structures with the same formula, charge and spin is 0.00 kcal/mol.


[3]
DFT (wB97M-V/def2-TZVPD) results for C3H3O2Rb as an isolated structure in a non-equilibrium geometry.

ORCA input file:
```
! wB97M-V def2-TZVPD RIJCOSX def2/J DEFGRID3
* xyz 1 2
C 0.667 -2.027 -4.473
C 1.736 -1.490 -3.904
H -0.115 -1.720 -5.168
H 2.009 -0.440 -4.090
H 2.439 -2.085 -3.310
O -1.235 -1.336 -1.765
C -0.521 -0.873 -0.968
Rb 0.508 0.866 2.972
O -0.130 -0.402 0.027
*
```

The value obtained for the total energy is -7901.7304 eV. The calculation puts the HOMO energy (spin up / spin down) at -11.1 / -12.3 eV. The orbital gap (spin up / spin down) is 6.90 / 8.10 eV. Its expectation value of S² is 0.76. The largest force on an atom comes out at 0.06509 Eh/bohr. Its energy above the lowest of the compared OMol25 structures with the same formula, charge and spin is 10.64 kcal/mol.


[4]
DFT (wB97M-V/def2-TZVPD) results for a 2-piece molecular cluster, C4H11NO4S overall.

ORCA input file:
```
! wB97M-V def2-TZVPD RIJCOSX def2/J DEFGRID3
* xyz 0 1
C -0.440 1.290 -1.044
N 0.664 1.685 -0.094
S 0.533 3.368 0.485
C 0.750 0.709 1.032
O -0.499 0.707 1.655
O -0.221 0.440 3.039
H -1.347 1.842 -0.824
H -0.607 0.225 -0.911
H -0.122 1.509 -2.057
H 1.548 1.619 -0.603
H -0.056 3.032 1.638
H 1.061 -0.263 0.639
H 1.501 1.062 1.739
H -0.944 0.919 3.472
C -0.284 -3.098 -0.743
C -0.242 -1.936 -1.755
O -1.315 -1.622 -2.306
O 0.872 -1.346 -1.886
H -1.287 -3.514 -0.668
H 0.406 -3.884 -1.052
H 0.029 -2.745 0.243
*
```

The value obtained for the total energy is -24836.0724 eV. The calculation puts the HOMO energy at -7.4 eV. The orbital gap is 6.26 eV. The largest force on an atom comes out at 0.01867 Eh/bohr. Its energy above the lowest of the compared OMol25 structures with the same formula, charge and spin is 111.49 kcal/mol.


[5]
DFT (wB97M-V/def2-TZVPD) results for C41H36N2O3P2S3Ti as an isolated structure in a non-equilibrium geometry.

ORCA input file:
```
! wB97M-V def2-TZVPD RIJCOSX def2/J DEFGRID3
* xyz 0 1
Ti 0.711 1.160 0.497
S 1.617 2.113 -1.623
P 0.324 0.501 -2.012
C -0.585 0.280 -0.545
P -2.352 0.012 -0.377
S -3.521 1.403 -1.074
C -2.918 -1.456 -1.242
C -4.167 -1.969 -0.830
C -4.577 -3.221 -1.310
C -3.667 -3.966 -2.111
C -2.600 -3.315 -2.763
C -2.296 -2.017 -2.377
C -2.666 -0.313 1.373
C -3.196 0.841 2.125
C -3.737 0.559 3.602
C -3.201 -0.666 4.214
C -2.381 -1.690 3.352
C -2.414 -1.517 1.904
C -0.590 0.925 -3.533
C -0.231 0.117 -4.618
C -0.863 0.279 -5.812
C -1.857 1.287 -6.077
C -2.268 2.046 -5.004
C -1.587 1.923 -3.733
C 1.183 -1.000 -2.351
C 2.344 -0.996 -3.078
C 3.054 -2.182 -3.425
C 2.645 -3.357 -2.937
C 1.553 -3.447 -2.083
C 0.888 -2.300 -1.770
H -4.760 -1.565 0.032
H -5.548 -3.637 -0.975
H -3.768 -5.019 -2.292
H -2.093 -3.868 -3.537
H -1.570 -1.501 -2.991
H -3.969 1.322 1.607
H -4.640 1.019 3.991
H -3.780 -1.252 4.905
H -2.300 -2.704 3.751
H -2.201 -2.406 1.242
H 0.553 -0.628 -4.535
H -0.610 -0.390 -6.665
H -2.285 1.432 -7.065
H -3.117 2.688 -5.033
H -1.863 2.576 -2.887
H 2.774 -0.126 -3.526
H 3.895 -2.126 -4.123
H 3.241 -4.288 -3.111
H 1.258 -4.406 -1.745
H 0.026 -2.309 -1.091
O -0.365 2.700 1.180
C -0.866 2.385 2.363
C -2.219 1.905 2.756
C -2.539 1.412 4.189
C -1.997 0.103 4.682
C -1.021 -0.819 3.899
C -0.001 -0.389 2.901
C 0.933 -1.204 2.236
N 1.617 -0.562 1.302
N 2.824 -1.014 0.953
C 3.505 0.140 0.751
O 2.967 1.299 0.907
C 4.891 0.011 0.286
C 5.543 -1.221 0.141
C 6.867 -1.247 -0.320
C 7.517 -0.053 -0.644
C 6.797 1.131 -0.684
C 5.522 1.162 -0.103
H -2.800 2.852 2.490
H -2.891 2.230 4.868
H -1.834 0.003 5.778
H -0.582 -1.558 4.638
H 1.035 -2.197 2.423
H 5.130 -2.160 0.507
H 7.328 -2.215 -0.261
H 8.539 -0.081 -0.985
H 7.405 2.009 -1.061
H 4.972 2.036 0.036
C 1.482 3.802 3.198
S -0.184 3.380 3.821
C -1.139 4.944 3.430
O 0.176 0.897 2.514
H 1.931 4.486 3.945
H 1.332 4.293 2.205
H 2.094 2.893 3.182
H -1.082 5.523 4.344
H -2.141 4.685 3.117
H -0.633 5.599 2.685
*
```

The value obtained for the total energy is -126415.4356 eV. The calculation puts the HOMO energy (spin up / spin down) at -5.2 / -5.2 eV. The orbital gap (spin up / spin down) is 4.70 / 4.70 eV. The largest force on an atom comes out at 0.09514 Eh/bohr. Its energy above the lowest of the compared OMol25 structures with the same formula, charge and spin is 167.75 kcal/mol.


[6]
DFT (wB97M-V/def2-TZVPD) results for the molecule C10H11N3Se in a non-equilibrium geometry.

ORCA input file:
```
! wB97M-V def2-TZVPD RIJCOSX def2/J DEFGRID3
* xyz 0 1
C -2.047 -0.859 -3.182
Se -1.118 0.120 -1.897
C -0.255 -1.245 -0.905
C 1.439 -0.885 -0.548
C 2.645 -1.273 -1.079
N 3.590 -0.924 -0.199
N 3.041 -0.343 0.818
N 1.702 -0.350 0.648
C 0.716 0.336 1.339
C 0.558 0.042 2.721
C -0.535 0.540 3.347
C -1.294 1.619 2.852
C -1.142 1.876 1.519
C -0.166 1.246 0.725
H -2.815 -0.276 -3.632
H -1.465 -1.080 -4.018
H -2.541 -1.791 -2.779
H -0.242 -2.140 -1.528
H -0.648 -1.454 0.177
H 2.917 -1.596 -2.025
H 1.020 -0.792 3.148
H -0.610 0.066 4.361
H -2.149 2.100 3.283
H -1.909 2.483 0.999
H -0.225 1.526 -0.357
*
```

The value obtained for the total energy is -80361.5125 eV. The calculation puts the HOMO energy at -8.6 eV. As for the SMILES: C[Se]Cc1cnnn1-c1ccccc1. The orbital gap is 9.10 eV. The largest force on an atom comes out at 0.09712 Eh/bohr.